C31H48BIrN6S3 as an isolated structure, computed with the ωB97M-V functional and the def2-TZVPD basis.

Summary:
LUMO energy (alpha / beta)   -5.93 / -8.46 eV
Net charge   +2
2S+1   5
Orbital gap (alpha / beta)   7.41 / 5.82 eV
E   -2861.8495 Eh

```
90
Properties=species:S:1:pos:R:3:forces:R:3:mulliken_spin:R:1
Ir -0.102437 -0.220755 -0.307759 -0.313 -0.176 0.212 1.84
C 4.885435 -0.963330 0.932262 -0.002 0.034 0.027 0.00
C 3.865198 -0.218795 1.731806 -0.079 -0.042 -0.046 -0.02
C 4.177617 0.628072 2.761883 0.034 0.024 0.044 0.01
C 3.171187 1.304169 3.482676 -0.102 0.072 0.025 0.00
N 1.896596 1.132476 3.186314 0.094 -0.081 -0.124 0.00
N 1.597645 0.321284 2.181509 -0.274 0.136 0.082 0.20
B 0.091147 0.027769 1.878833 0.063 -0.163 -0.198 0.04
N -0.864214 1.130191 2.398829 0.054 -0.231 0.135 -0.01
N -1.109410 1.100622 3.719761 -0.088 0.116 -0.137 0.01
C -1.928859 2.001526 4.203711 -0.003 -0.034 0.027 0.00
C -2.534340 2.971196 3.361461 0.016 -0.051 0.000 0.01
C -2.289377 2.995119 2.020854 -0.001 0.048 0.081 0.01
C -2.914393 3.979506 1.084399 0.035 -0.009 0.032 -0.01
C -1.405232 1.994000 1.552642 0.046 0.206 -0.342 -0.03
S -1.022484 1.851910 -0.140500 0.003 0.231 0.340 0.33
C -2.230238 1.985732 5.690749 0.000 0.001 -0.061 0.01
C -3.745136 1.829328 5.886679 -0.017 -0.005 0.015 0.00
C -1.509260 0.833736 6.380311 -0.026 0.012 0.022 0.00
C -1.759873 3.319856 6.289126 0.000 -0.011 0.031 0.00
N -0.290972 -1.354709 2.510952 0.283 0.193 0.170 0.09
N 0.350268 -1.654695 3.637590 -0.082 -0.116 -0.169 0.01
C 0.095623 -2.813386 4.208103 0.033 0.068 0.024 0.00
C -0.857198 -3.692545 3.651073 -0.002 0.047 0.084 0.01
C -1.528757 -3.371038 2.501527 -0.067 -0.004 -0.032 -0.01
C -2.540318 -4.273875 1.871120 0.020 0.020 -0.004 0.00
C -1.185590 -2.135980 1.911486 -0.159 0.070 -0.139 0.04
S -1.876912 -1.584753 0.398316 0.170 -0.192 0.096 0.44
C 0.896118 -3.106811 5.469551 -0.018 -0.034 -0.065 0.00
C 2.387647 -3.016021 5.118246 0.035 0.009 0.017 0.00
C 0.551635 -2.045409 6.521178 0.014 -0.016 0.010 0.00
C 0.584091 -4.496435 6.020646 0.019 -0.012 0.030 0.00
C 2.492050 -0.328738 1.441386 0.144 -0.125 -0.092 0.03
S 1.856646 -1.337078 0.162579 0.090 0.119 0.151 0.32
C 3.459182 2.221469 4.663018 0.027 -0.034 -0.077 0.00
C 4.937129 2.605329 4.725543 0.009 0.060 0.036 0.00
C 3.078093 1.452468 5.935654 0.046 -0.049 0.043 0.00
C 2.607296 3.489333 4.544240 -0.039 0.008 0.012 0.00
H 5.887706 -0.752744 1.296951 0.004 -0.001 -0.006 0.00
H 4.829918 -0.681738 -0.120121 -0.002 0.003 -0.015 0.00
H 4.714251 -2.039194 0.992270 -0.017 -0.016 0.002 0.00
H 5.215655 0.789807 3.016779 -0.009 -0.009 0.017 0.00
H -3.221394 3.687607 3.791627 0.028 0.026 0.015 0.00
H -3.546444 4.674955 1.630904 -0.015 -0.002 -0.006 0.00
H -3.521864 3.468774 0.336028 -0.005 -0.013 -0.014 0.00
H -2.152222 4.552358 0.554210 0.021 -0.011 -0.011 0.00
H -4.108364 0.898640 5.448033 0.003 -0.015 -0.007 0.00
H -4.312137 2.655874 5.457428 0.004 0.013 -0.013 0.00
H -3.966854 1.806778 6.953361 -0.002 0.000 0.008 0.00
H -1.791001 -0.129654 5.954603 -0.015 0.009 -0.009 0.00
H -1.772620 0.832392 7.437786 0.006 -0.003 0.015 0.00
H -0.429070 0.936985 6.296495 0.062 0.000 -0.019 0.00
H -2.282189 4.175208 5.859007 -0.008 0.006 -0.014 0.00
H -0.687633 3.461580 6.144048 0.019 -0.003 -0.003 0.00
H -1.958422 3.321936 7.360617 -0.002 0.007 0.012 0.00
H -1.061701 -4.636053 4.136353 0.012 -0.017 0.007 0.00
H -2.723603 -5.142066 2.498959 0.009 -0.015 -0.003 0.00
H -2.188513 -4.614602 0.895856 -0.012 -0.002 -0.010 0.00
H -3.485590 -3.753973 1.711606 0.005 0.020 -0.001 0.00
H 2.639769 -2.021592 4.746459 -0.006 0.002 0.004 0.00
H 2.666133 -3.754265 4.363554 -0.012 -0.008 -0.008 0.00
H 2.982463 -3.208750 6.010888 0.010 -0.008 0.011 0.00
H 0.784139 -1.047082 6.153379 0.004 0.013 -0.017 0.00
H 1.134029 -2.227028 7.424475 0.010 -0.010 0.010 0.00
H -0.505346 -2.079220 6.790426 -0.006 -0.011 -0.001 0.00
H 0.842296 -5.288647 5.315714 -0.001 -0.002 -0.029 0.00
H -0.465663 -4.601811 6.299720 -0.011 0.008 0.017 0.00
H 1.174343 -4.661483 6.921017 0.005 -0.001 0.009 0.00
H 5.583465 1.744586 4.901378 0.005 -0.013 0.019 0.00
H 5.089201 3.290647 5.558745 -0.001 0.002 0.006 0.00
H 5.267982 3.116699 3.819882 -0.008 -0.001 -0.028 0.00
H 3.743873 0.602145 6.098926 -0.009 -0.010 -0.014 0.00
H 2.057161 1.079697 5.875211 -0.120 0.018 0.006 0.00
H 3.157664 2.111455 6.800182 0.020 0.000 0.011 0.00
H 2.888957 4.076117 3.668383 -0.001 -0.009 -0.020 0.00
H 2.762100 4.108675 5.427284 0.015 0.017 0.000 0.00
H 1.546902 3.248716 4.474468 -0.011 -0.003 0.020 0.00
C -0.883013 -1.131253 -4.678746 -0.023 -0.032 -0.046 0.07
C -1.191252 -0.960771 -3.176031 0.026 0.038 0.143 -0.02
C -2.522243 -0.243992 -2.982072 -0.030 0.009 -0.018 0.00
C -0.029095 -0.206390 -2.591825 0.113 -0.070 -0.394 0.52
H -1.692227 -1.696103 -5.142648 -0.006 -0.003 -0.003 0.01
H 0.048511 -1.670147 -4.844596 0.010 -0.009 0.006 0.00
H -0.818861 -0.162513 -5.174690 0.006 0.022 0.006 0.00
H -1.238343 -1.962301 -2.736950 0.010 0.004 0.002 0.02
H -2.510413 0.721838 -3.491624 0.001 0.019 -0.002 0.00
H -2.754197 -0.059099 -1.931031 0.007 -0.028 0.019 0.00
H -3.338677 -0.830366 -3.401160 -0.002 -0.002 -0.022 0.00
H 0.002984 0.856265 -2.836719 -0.025 0.041 0.098 0.04
H 0.948645 -0.666935 -2.733850 -0.017 -0.042 0.007 0.03
```
Positions in Å, forces in eV/Å.